The following is a quantum chemistry calculation of a cluster of 15 separate species, C83H186B4F16N9O6 in total at a distorted geometry, from the Open Molecules 2025 dataset.

Cartesian coordinates (Å):
H1 1.278 3.230 -0.741
F1 -5.508 -0.608 2.032
C1 -4.893 -0.913 7.143
H2 -0.355 -1.525 -9.586
H3 2.332 -7.196 3.903
N1 3.892 -6.790 2.522
C2 7.692 -0.086 -0.318
O1 -4.773 3.271 -2.996
C3 -4.147 3.161 3.978
H4 2.465 -0.374 5.282
H5 1.985 -3.246 -7.560
C4 -0.122 -1.914 4.087
H6 2.667 4.064 -0.141
H7 7.455 1.998 5.445
H8 4.400 1.052 -4.145
H9 -1.836 8.869 -3.953
C5 1.488 -4.135 -7.170
H10 0.770 2.323 5.014
H11 -1.679 -4.239 -5.995
C6 2.173 -5.189 -0.737
H12 -2.074 1.664 5.350
H13 5.240 0.578 -2.008
C7 -4.455 9.433 -1.695
H14 -2.963 8.974 0.609
H15 8.162 2.123 7.884
H16 -0.813 -6.281 2.093
H17 1.650 3.188 0.946
H18 2.006 -4.545 -6.303
H19 2.930 1.136 -1.896
C8 -4.701 1.740 4.248
C9 4.802 -8.856 1.256
C10 -2.010 9.297 -1.269
F2 1.031 7.413 -2.503
H20 4.029 5.352 -6.226
C11 5.152 -7.421 1.888
C12 2.991 5.398 -6.554
H21 -1.759 3.728 -3.953
H22 -2.494 0.175 4.550
C13 -1.390 3.351 -2.999
H23 0.892 -5.688 -4.916
F3 4.375 -3.903 -3.776
H24 0.849 -0.333 -0.502
H25 4.876 -10.168 3.040
H26 -2.787 -3.496 0.239
H27 1.297 -4.842 -7.978
N2 -2.098 -0.045 -1.145
C14 0.793 6.662 -6.694
H28 -2.034 -4.279 2.419
B1 3.970 -2.563 -3.855
C15 -1.795 -5.286 -0.234
H29 -6.507 -8.059 1.487
H30 -4.659 3.877 4.622
H31 6.261 1.008 9.148
H32 6.262 2.527 9.648
H33 -3.510 -1.590 -1.150
C16 -3.309 -0.695 -0.561
H34 4.258 -8.629 0.339
H35 3.720 -0.458 8.272
H36 2.142 2.250 -3.892
C17 2.729 -6.295 1.555
H37 7.641 0.694 -1.078
F4 2.630 -2.285 -3.529
C18 3.019 3.034 -5.790
H38 -7.575 -7.430 2.625
H39 -1.850 10.376 -1.273
H40 3.753 2.590 -1.880
H41 -3.097 3.356 4.196
H42 -3.183 -5.445 4.464
C19 -0.153 -5.389 -4.829
B2 1.559 6.818 -1.324
C20 -0.972 -6.628 -4.331
H43 -4.750 2.016 8.884
C21 0.281 -2.373 -5.708
H44 -5.790 1.748 4.231
H45 -0.518 -3.897 -8.736
C22 2.934 -9.149 2.961
C23 -4.485 2.081 6.753
H46 -3.771 -4.276 2.533
H47 -4.672 8.906 -0.765
O2 2.946 1.987 -0.052
H48 -1.447 6.516 -0.363
C24 5.402 1.422 5.846
H49 -2.288 3.318 -2.382
H50 -4.167 -0.024 -0.602
F5 -5.499 -2.528 1.114
H51 0.823 3.827 -6.863
H52 2.184 4.374 -3.334
H53 -0.681 -6.905 -3.318
C25 -3.375 6.701 -0.872
C26 -0.730 -4.765 -6.090
H54 1.852 -4.207 -0.388
H55 -1.005 -7.439 -5.059
H56 6.570 -1.629 0.672
C27 -1.092 0.648 1.138
H57 -0.691 -2.163 -5.261
C28 0.120 -1.846 -8.659
C29 4.350 -5.499 3.241
H58 -0.841 -5.567 -6.820
H59 -7.784 9.669 -2.365
H60 2.852 2.516 6.315
H61 -7.055 8.851 -0.986
H62 4.002 1.524 9.087
H63 1.143 -2.142 -8.890
C30 3.503 0.766 -4.694
H64 3.696 4.691 -4.048
H65 -0.908 5.657 -5.848
H66 3.832 -1.452 -0.972
H67 2.234 -5.412 1.959
H68 3.053 -0.355 0.337
H69 -6.186 0.019 5.824
H70 -7.365 3.966 -1.635
H71 -1.987 -5.218 -1.304
H72 -3.190 1.422 -2.261
C31 3.232 -5.867 0.102
N3 -3.112 8.863 -2.174
H73 -5.804 -5.678 2.260
C32 0.250 -2.958 3.123
H74 1.603 1.697 -5.396
H75 1.020 -1.793 -1.433
C33 -1.047 -1.230 -1.413
C34 3.611 1.703 -1.262
H76 8.374 -0.902 -0.556
H77 -6.506 5.167 -2.426
C35 -6.892 9.619 -1.742
H78 -1.144 -1.867 -0.534
H79 0.478 1.018 4.010
H80 -5.616 3.765 2.654
H81 0.353 6.034 -4.710
H82 6.949 3.351 7.395
H83 5.238 -5.690 3.843
C36 -2.816 9.247 -3.664
H84 5.494 -0.490 7.760
H85 -0.762 -7.086 -0.326
F6 -3.878 -3.266 -5.950
C37 4.454 -0.331 7.475
H86 -3.702 8.921 -4.210
H87 0.959 -2.830 -4.988
C38 -4.335 1.370 8.110
N4 5.090 -0.074 0.036
H88 -3.859 -1.255 7.176
H89 0.396 7.638 -6.413
H90 3.160 -2.870 0.700
C39 -4.128 -7.033 2.107
H91 -4.892 -0.857 5.003
H92 -6.246 4.990 -0.682
O3 0.297 -4.137 3.501
H93 -2.198 7.012 -2.501
H94 -3.301 1.239 8.429
N5 -2.838 -6.198 2.401
H95 5.895 -7.561 2.673
C40 -5.119 -0.203 5.844
H96 2.892 4.966 -7.550
C41 -5.681 9.311 -2.643
C42 0.870 -1.113 -6.356
H97 5.668 -6.740 1.211
H98 3.047 -0.098 -4.211
C43 -1.581 0.986 -3.585
H99 0.495 0.195 -8.118
H100 -1.189 -2.083 4.230
H101 -0.862 0.176 -3.707
H102 -0.942 1.673 -0.874
C44 6.105 1.994 8.710
F7 -6.302 -2.271 3.237
F8 -2.630 -2.707 -4.153
H103 3.611 -6.666 -0.536
O4 -4.867 2.854 -0.821
C45 5.171 0.644 1.405
O5 -0.738 2.057 -3.172
H104 -3.243 5.639 -1.078
F9 2.926 6.596 -1.450
C46 4.195 -9.808 2.269
C47 7.117 2.301 7.634
H105 4.185 -0.995 6.654
C48 -2.583 -6.187 3.937
F10 1.276 7.641 -0.280
C49 -2.935 -4.730 2.001
C50 2.108 3.133 -0.041
H106 2.582 -5.088 -1.742
C51 -1.610 -6.895 1.674
H107 5.655 -9.383 0.827
H108 -1.687 -2.912 -7.787
C52 -5.294 3.424 -1.826
H109 2.475 6.053 -3.940
H110 -3.926 -4.773 0.119
H111 -5.605 -1.738 7.166
H112 -2.825 10.335 -3.603
H113 1.935 -7.039 1.625
C53 5.010 1.044 -1.050
H114 -1.443 -7.931 1.970
C54 2.410 0.711 5.183
H115 3.123 0.986 4.407
H116 4.068 3.251 -5.588
H117 -4.000 7.104 -2.917
H118 0.272 3.559 -5.198
H119 0.730 -0.254 -2.228
H120 -1.074 8.938 -1.695
C55 -1.651 1.113 -0.264
H121 -0.741 4.035 -2.451
H122 4.196 1.060 1.660
C56 2.649 4.989 -4.104
C57 2.522 1.955 -4.870
H123 2.189 1.295 7.354
H124 4.692 -4.845 2.438
C58 -0.638 -3.069 -8.037
H125 2.674 7.507 -5.814
C59 -4.530 3.685 2.600
C60 0.453 -0.864 -1.368
H126 2.537 -9.882 3.662
H127 -2.742 -7.209 4.279
C61 -2.627 0.524 -2.514
H128 -5.164 -0.318 9.241
H129 0.483 6.478 -7.723
H130 -0.534 1.409 1.683
H131 -3.800 2.928 6.712
F11 0.858 5.640 -1.073
C62 -2.071 8.649 0.074
H132 0.101 -0.914 3.717
H133 -6.215 -8.536 3.115
F12 -4.431 -1.538 -4.625
H134 -4.380 6.886 -0.493
H135 -4.315 -7.218 1.049
C63 6.867 1.559 6.251
H136 0.787 -0.363 -5.570
C64 -2.682 0.765 5.447
N6 -4.245 1.092 5.596
C65 2.359 6.819 -6.598
H137 -2.008 -6.335 -4.160
H138 5.681 1.878 -0.844
C66 -5.214 0.154 8.259
H139 5.369 0.645 5.082
F13 4.180 -2.170 -5.126
C67 0.919 1.244 4.980
H140 -4.177 4.715 2.547
H141 -3.143 -1.017 0.467
H142 3.894 -1.973 2.052
C68 -2.918 -4.552 0.473
O6 0.373 -2.672 1.896
N7 0.089 -3.601 -6.721
H143 -4.248 10.495 -1.566
H144 -3.351 -0.100 -3.036
H145 -1.540 -5.911 4.094
H146 3.503 -5.023 3.734
C69 3.873 -0.998 0.018
H147 -2.244 0.209 6.277
H148 7.352 0.591 6.376
H149 -4.407 0.953 3.554
C70 4.582 2.001 8.297
H150 2.194 -9.009 2.173
H151 -1.419 -1.740 -2.301
F14 4.833 -1.842 -3.152
H152 5.930 1.416 1.279
H153 -4.212 3.038 1.782
F15 -2.761 -1.383 -6.016
H154 -3.914 -8.001 2.561
C71 -5.455 -6.608 2.711
C72 3.250 -7.688 3.580
H155 1.272 -5.784 -0.586
C73 -2.261 7.083 0.089
C74 -1.665 -6.702 0.147
C75 3.958 -2.184 0.984
H156 8.029 0.379 0.609
H157 -5.867 8.292 -2.981
H158 2.911 2.746 -6.835
N8 4.377 1.127 6.993
H159 4.770 -2.863 0.728
N9 2.312 4.417 -5.530
H160 6.254 -1.589 -1.002
C76 -6.387 4.447 -1.617
H161 -0.882 -0.402 -7.282
H162 3.764 0.344 -5.665
H163 2.764 7.303 -7.487
H164 -2.068 1.133 -4.549
C77 2.904 1.452 6.546
H165 5.523 0.000 2.211
H166 -5.282 -6.463 3.777
B3 -3.432 -2.218 -5.219
H167 -5.463 2.559 6.707
H168 -2.378 1.907 -0.096
H169 -1.211 8.938 0.678
H170 -0.535 -0.289 1.143
H171 1.947 -1.090 -6.524
C78 0.102 -0.703 -7.642
H172 4.344 3.022 8.002
C79 0.175 5.663 -5.719
H173 0.239 0.787 5.699
H174 -6.219 0.490 8.002
H175 0.351 -2.175 5.034
H176 4.067 -5.193 0.292
F16 -4.070 -2.158 2.895
H177 -0.926 -4.669 -0.009
H178 3.897 -7.817 4.448
H179 5.169 2.427 5.493
C80 6.407 -0.930 -0.148
H180 -2.322 6.716 1.113
H181 3.962 -10.751 1.775
H182 -0.072 -4.595 -4.088
C81 -3.203 7.311 -2.203
H183 -2.496 -7.195 -0.359
C82 -6.521 -7.682 2.510
C83 0.759 4.267 -5.868
B4 -5.307 -1.911 2.353
H184 -6.860 10.614 -1.299
H185 -2.039 0.361 1.596
H186 -5.583 9.950 -3.520

As for the multiplicity: 1. The HOMO-LUMO gap is 5.1733 eV. Its highest occupied orbital energy is -10.731 eV. As for the total charge: +3.